# 1
Density functional theory data (wB97M-V/def2-TZVPD) for a molecular structure, C24H36NO7P2S2Si2 at a distorted geometry.

Computed properties:
HOMO level ... -3.570 eV
Total energy ... -3575.829920 Ha
Charge ... -1

Atoms and positions in Å:
C1 1.239 -5.166 2.774
C2 1.821 -4.096 1.748
S1 1.134 -4.275 0.057
C3 0.411 -2.685 -0.541
C4 0.385 -1.524 0.497
C5 1.408 -0.468 0.329
C6 1.400 0.636 1.306
C7 0.429 0.699 2.409
C8 -0.547 -0.357 2.549
C9 -0.601 -1.486 1.585
C10 -1.701 -2.576 1.769
O1 -1.549 -3.751 1.551
C11 -3.070 -2.043 2.319
C12 -4.357 -2.601 1.917
C13 -5.606 -2.077 2.460
C14 -7.035 -2.612 2.146
P1 -7.449 -2.763 0.335
O2 -8.513 -1.747 0.048
O3 -8.202 -4.259 0.146
O4 -6.147 -2.615 -0.662
C15 -5.515 -0.941 3.387
C16 -4.244 -0.349 3.817
P2 -4.346 1.081 5.006
O5 -3.030 2.073 5.017
O6 -4.738 0.482 6.507
S2 -5.867 2.170 4.428
C17 -3.008 -0.929 3.289
C18 -1.606 -0.426 3.700
O7 -1.257 -0.125 4.819
H1 1.824 -5.056 3.731
H2 1.340 -6.205 2.353
H3 0.172 -4.946 3.047
H4 1.684 -3.092 2.221
H5 2.932 -4.272 1.671
H6 -0.632 -2.893 -0.901
H7 1.024 -2.342 -1.411
H8 2.162 -0.521 -0.497
H9 2.196 1.405 1.152
H10 0.492 1.539 3.132
H11 -4.361 -3.440 1.187
H12 -7.786 -1.938 2.625
H13 -7.143 -3.616 2.656
H14 -8.707 -4.428 0.965
H15 -6.539 -2.323 -1.514
H16 -6.465 -0.525 3.805
H17 -2.491 1.975 4.212
H18 -5.564 -0.022 6.348
C19 2.718 0.230 -3.804
Si1 3.827 1.725 -4.155
C20 3.322 2.408 -5.838
C21 5.598 1.088 -4.277
N1 3.608 2.845 -2.888
Si2 4.433 4.336 -2.829
C22 4.035 5.458 -4.291
C23 6.306 4.139 -2.727
C24 3.881 5.242 -1.262
H19 2.828 -0.520 -4.595
H20 2.990 -0.233 -2.852
H21 1.669 0.531 -3.762
H22 3.248 1.598 -6.574
H23 4.055 3.123 -6.218
H24 2.349 2.901 -5.783
H25 5.974 0.792 -3.295
H26 6.268 1.842 -4.696
H27 5.645 0.211 -4.934
H28 4.522 5.115 -5.207
H29 4.390 6.478 -4.097
H30 2.957 5.506 -4.464
H31 6.579 3.397 -1.973
H32 6.775 5.091 -2.448
H33 6.732 3.836 -3.686
H34 4.120 4.654 -0.374
H35 2.804 5.424 -1.282
H36 4.391 6.210 -1.182

Cartesian forces, eV/Å:
0.1251 0.5760 -0.2115
0.3562 -0.3623 1.2491
0.1522 0.0029 0.0844
-0.2682 1.1353 0.3456
0.4123 0.4844 0.3115
-2.2272 0.2094 2.7466
-0.7561 -1.6804 -0.5563
0.5057 -1.5807 -1.4075
-0.0945 -0.9022 -1.5340
1.3076 1.6333 -0.1562
-0.2742 1.1032 0.3395
-0.1753 0.5764 -0.1487
-1.1529 1.2654 0.8487
0.3366 1.0285 1.1052
1.7954 1.5925 1.0448
1.6775 -0.8046 0.4632
-3.1629 1.1265 -0.3976
1.5951 -0.7826 0.0139
1.8332 1.0860 0.6625
-1.7403 -0.8976 1.0454
1.1442 -0.8229 -0.4846
0.7395 -2.1734 -1.0395
-2.0790 1.6250 -0.6646
-0.8889 -1.9644 0.4849
1.4668 0.0017 -1.4431
0.3673 -0.4130 0.1286
-1.4587 -0.7577 -0.5773
1.3309 0.0191 -1.2379
-0.9850 -0.0680 -0.3040
-0.3892 -0.3568 -0.9366
-0.1599 1.0226 0.5833
0.9618 -0.3217 -0.5725
0.0012 -0.6220 -0.7953
-1.1237 0.2640 0.0049
0.9464 0.0390 0.4006
-0.5530 -0.3264 0.7264
-0.9026 0.1431 0.8813
-1.0005 -0.5422 0.3950
-0.1755 -0.7866 -0.5631
0.0343 0.7161 0.6360
0.5065 -0.4477 -0.8618
0.1466 0.8784 -0.6790
0.2203 0.0790 -0.6113
0.3780 -0.0430 0.4502
1.0054 -0.2343 -0.5255
-0.1452 -0.0606 0.4239
0.4124 0.4407 0.2055
0.1051 -0.2243 -0.4088
-0.5584 1.3870 1.9816
0.0719 -0.4489 -0.4850
0.0597 -0.4515 -0.4792
0.8017 0.1992 -0.9140
-1.3494 -1.9503 0.3107
0.3102 0.5450 0.0330
0.2870 0.5580 0.0251
0.2941 0.3687 -0.1282
-0.0891 -0.1284 0.0574
0.0277 0.0319 0.0164
0.0268 0.0462 0.0416
-0.0249 0.0512 -0.0953
-0.0380 0.0337 0.0376
0.0478 0.0211 0.0769
-0.0435 0.0797 0.0019
0.0001 0.0112 0.0646
0.1122 -0.0257 -0.0034
-0.0567 -0.0299 -0.0074
-0.0236 0.0598 -0.0879
0.0272 -0.0846 0.0171
-0.0666 -0.0297 -0.0456
0.1126 -0.0154 0.0005
-0.0021 -0.0573 0.0220
-0.0207 -0.0284 -0.0285
0.0017 -0.0559 -0.0097
-0.0582 0.0405 0.1336

# 2
Density functional theory data (wB97M-V/def2-TZVPD) for a single C5H13ISi molecule at a distorted geometry.

Computed properties:
<S²> ... 2.008
2S+1 ... 3
Relative energy (zero: lowest compared OMol25 entry of this formula, charge and spin) ... 8.9 kcal per mole
HOMO level (alpha / beta) ... -4.847 / -9.413 eV
Total energy ... -785.320518 Ha
Charge ... 0

Atoms and positions in Å:
C1 -2.190 0.793 0.023
C2 0.562 0.122 1.916
C3 1.402 1.424 -0.767
C4 -1.299 -0.264 -0.711
C5 1.213 -2.046 -0.393
Si1 0.499 -0.021 -0.024
I1 1.022 -2.816 -2.418
H1 -1.752 1.098 0.937
H2 -2.306 1.773 -0.512
H3 -3.243 0.390 0.143
H4 1.549 -0.187 2.032
H5 0.299 1.146 2.164
H6 -0.097 -0.576 2.528
H7 2.478 1.349 -0.692
H8 1.217 1.515 -1.873
H9 1.166 2.377 -0.320
H10 -1.512 -0.227 -1.715
H11 -1.609 -1.275 -0.484
H12 2.225 -2.029 -0.044
H13 0.378 -2.545 0.212

Cartesian forces, eV/Å:
-1.5731 -0.2129 -1.5866
-2.7942 -0.7523 -1.2708
0.2668 -0.1027 -1.5304
0.6318 1.1958 2.9329
-1.9823 2.4458 2.8180
-1.1561 -2.5062 -0.0576
-0.1696 -0.8333 -2.5538
0.0365 -0.0643 1.3642
0.2333 -0.9739 -0.0700
1.2198 0.5859 0.2469
1.9282 0.0382 0.9345
0.5170 0.1696 0.3653
0.7223 0.7700 -1.0862
0.3954 -0.2475 0.1925
-0.0623 -0.1619 0.9810
-0.4217 0.2674 0.2836
0.2076 0.4404 -2.6691
-0.0471 -0.3043 0.6747
0.6035 -0.3472 0.4708
1.4444 0.5934 -0.4400

# 3
Density functional theory data (wB97M-V/def2-TZVPD) for a molecular structure, C13H34N6OP2Ru at a distorted geometry.

Computed properties:
<S²> ... 0.763
2S+1 ... 2
Relative energy (zero: lowest compared OMol25 entry of this formula, charge and spin) ... 22.1 kcal per mole
HOMO level (alpha / beta) ... -17.843 / -17.818 eV
Total energy ... -1696.272239 Ha
Charge ... +3

Atoms and positions in Å:
Ru1 -0.427 -0.025 -0.267
C1 4.489 1.890 -1.968
N1 3.573 0.823 -1.531
C2 4.169 -0.488 -1.238
C3 2.271 1.010 -1.406
N2 1.407 0.029 -1.143
N3 1.815 2.296 -1.558
C4 0.504 2.693 -1.627
N4 0.302 3.928 -2.090
N5 -0.447 1.885 -1.245
H1 5.413 1.431 -2.302
H2 4.724 2.574 -1.150
H3 4.084 2.436 -2.821
H4 5.222 -0.345 -1.016
H5 4.086 -1.161 -2.092
H6 3.708 -0.935 -0.358
H7 1.867 -0.869 -1.176
H8 2.512 3.008 -1.714
H9 1.046 4.511 -2.437
H10 -0.627 4.312 -2.145
H11 -1.359 2.301 -1.382
C5 -3.531 0.539 -2.236
P1 -2.725 -0.199 -0.804
C6 -3.590 0.434 0.652
C7 -3.139 -1.971 -0.885
C8 -2.200 -2.762 0.011
P2 -0.473 -2.371 -0.404
C9 0.468 -3.394 0.747
C10 -0.191 -3.049 -2.051
H12 -4.577 0.232 -2.184
H13 -3.093 0.178 -3.166
H14 -3.482 1.628 -2.219
H15 -4.631 0.106 0.633
H16 -3.571 1.525 0.653
H17 -3.109 0.076 1.560
H18 -3.069 -2.288 -1.929
H19 -4.182 -2.100 -0.587
H20 -2.376 -3.838 -0.075
H21 -2.341 -2.497 1.062
H22 0.053 -4.404 0.735
H23 0.392 -2.989 1.755
H24 1.519 -3.447 0.463
H25 -0.420 -4.116 -2.019
H26 0.852 -2.926 -2.345
H27 -0.813 -2.563 -2.801
C11 -0.718 -0.347 4.459
N6 0.008 0.754 3.815
C12 0.684 1.704 4.711
C13 0.034 0.910 2.529
O1 -0.577 0.134 1.724
H28 -0.119 -0.719 5.287
H29 -0.898 -1.142 3.744
H30 -1.667 0.019 4.849
H31 -0.039 2.100 5.422
H32 1.110 2.523 4.139
H33 1.470 1.188 5.258
H34 0.607 1.765 2.162

Cartesian forces, eV/Å:
1.3297 1.5188 -2.3140
-0.0067 0.0249 -0.0124
0.0953 -0.0936 -0.0044
0.0144 -0.0277 -0.0341
-0.0545 0.0220 -0.1111
0.2759 -0.7684 0.2636
0.1286 0.0750 0.0394
-0.1569 0.0016 -0.0833
0.0182 -0.0409 0.0255
-0.5827 0.2098 0.5187
-0.0016 -0.0160 0.0019
-0.0162 -0.0050 0.0200
-0.0054 -0.0405 -0.0231
-0.0015 0.0198 0.0023
-0.0206 0.0121 -0.0174
0.0116 0.0272 0.0289
0.2338 0.0465 -0.1024
0.0195 -0.0090 0.0059
-0.0043 -0.0316 -0.0619
-0.0132 0.0302 0.0473
0.0401 0.1710 -0.0565
0.3747 0.1615 -0.0923
-0.0598 -0.6126 1.1601
-0.2077 0.1190 -0.0593
-0.1147 0.0170 -0.1238
-0.0578 -0.3484 -0.1159
-0.7509 0.3162 1.1129
0.2010 0.0367 -0.0950
0.1795 0.1026 -0.0288
-0.0120 0.0385 -0.0463
-0.0302 -0.0157 -0.0083
-0.0683 -0.0034 0.0085
-0.0097 0.0462 0.0052
0.0113 0.0025 0.0384
-0.0252 -0.0378 -0.0114
0.0146 -0.0576 0.0196
-0.0054 0.0195 -0.0256
-0.0428 0.0160 -0.0251
0.0141 -0.0008 0.0166
0.0627 -0.0197 0.0026
-0.0162 0.0074 0.0031
0.0121 -0.0139 0.0393
0.0091 -0.0056 -0.0671
-0.0002 -0.0427 -0.0253
-0.0216 -0.0073 0.0066
-0.0140 0.0197 0.0100
-0.0152 -0.0177 0.0807
-0.0224 -0.0177 0.0217
0.0755 0.2959 -0.2020
-0.8055 -1.1027 0.3987
0.0234 0.0040 -0.0107
0.0048 -0.0032 -0.0126
0.0044 0.0275 0.0011
-0.0303 0.0048 -0.0188
-0.0003 -0.0069 -0.0187
0.0042 -0.0271 -0.0157
0.0155 -0.0206 -0.0551

- Among the records above, which one has the lowest total energy?
  C24H36NO7P2S2Si2

- The lowest charge belongs to which entry?
  C24H36NO7P2S2Si2

- What is the total energy in the first record?
  -3575.829920 Ha

- What is the formula in the third record?
  C13H34N6OP2Ru